1.
ORCA calculation (wB97M-V/def2-TZVPD) on an isolated molecule of C5H14N2.

CARTESIAN COORDINATES (ANGSTROEM)
C (-2.101, 1.053, 0.348)
C (-1.194, -0.257, 0.382)
C (0.041, -0.478, -0.494)
C (0.858, 0.858, -0.633)
N (0.122, 1.894, -1.368)
N (0.871, -1.634, -0.161)
C (1.397, -1.869, 1.146)
H (-2.914, 0.920, 1.113)
H (-1.449, 1.919, 0.651)
H (-2.530, 1.377, -0.685)
H (-1.940, -1.150, 0.477)
H (-0.818, -0.199, 1.420)
H (-0.389, -0.773, -1.456)
H (1.861, 0.538, -1.132)
H (1.226, 1.162, 0.321)
H (0.677, 2.744, -1.134)
H (0.241, 1.723, -2.342)
H (1.164, -2.094, -1.072)
H (1.815, -0.887, 1.506)
H (0.755, -2.273, 1.930)
H (2.306, -2.574, 1.183)

Summary:
SMILES ... CC[C@@H](CN)NC
LUMO ... 1.01 eV
HOMO energy ... -8.16 eV
Relative energy (zero: lowest compared OMol25 entry of this formula, charge and spin) ... 195.99 kJ/mol
Electronic energy ... -308.34841 a.u.

Results of the Löwdin charge analysis, in e, for atoms 1 through 5: atom 1 (C): -0.139, atom 2 (C): -0.226, atom 3 (C): -0.388, atom 4 (C): -0.254, atom 5 (N): -0.002

2.
ORCA calculation (wB97M-V/def2-TZVPD) on C67H74BGe2N6S4Ti as an isolated structure.

CARTESIAN COORDINATES (ANGSTROEM)
Ti (0.401, -0.368, -3.383)
C (0.290, -6.093, -3.725)
C (0.692, -5.011, -4.725)
C (2.176, -4.663, -4.529)
C (-0.132, -3.743, -4.648)
C (-1.149, -3.516, -3.717)
C (-1.817, -2.299, -3.648)
C (-1.524, -1.265, -4.543)
C (-2.342, -0.003, -4.655)
C (-0.557, -1.523, -5.526)
C (0.123, -2.737, -5.571)
H (0.858, -7.001, -3.919)
H (-0.768, -6.330, -3.803)
H (0.512, -5.772, -2.711)
H (0.573, -5.416, -5.739)
H (2.328, -4.172, -3.570)
H (2.537, -3.994, -5.306)
H (2.774, -5.571, -4.557)
H (-1.452, -4.302, -3.040)
H (-2.618, -2.160, -2.930)
H (-2.457, 0.276, -5.705)
H (-1.869, 0.831, -4.116)
H (-3.325, -0.166, -4.223)
H (-0.472, -0.827, -6.354)
H (0.841, -2.903, -6.363)
C (1.686, 3.547, -2.562)
C (0.629, 2.700, -2.885)
N (1.102, 1.481, -3.120)
N (2.431, 1.515, -2.964)
C (2.813, 2.751, -2.626)
B (3.120, 0.124, -3.113)
N (2.143, -0.784, -2.366)
C (2.385, -0.954, -0.962)
C (1.530, -2.108, -0.618)
C (1.006, -2.570, -1.769)
N (1.418, -1.876, -2.877)
N (3.011, -0.188, -4.598)
C (3.973, -0.331, -5.515)
C (3.379, -0.329, -6.761)
C (2.022, -0.164, -6.491)
N (1.810, -0.091, -5.178)
H (1.630, 4.581, -2.292)
H (-0.426, 2.921, -2.934)
H (3.838, 2.981, -2.423)
H (4.236, 0.096, -2.711)
H (3.455, -1.094, -0.760)
H (1.412, -2.510, 0.367)
H (0.372, -3.432, -1.881)
H (5.004, -0.418, -5.239)
H (3.848, -0.428, -7.719)
H (1.229, -0.074, -7.208)
C (2.125, -6.085, 0.523)
C (2.458, -4.817, 1.251)
C (3.569, -4.062, 0.903)
C (3.856, -2.858, 1.532)
C (5.074, -2.088, 1.099)
C (3.006, -2.395, 2.543)
C (1.921, -3.175, 2.951)
C (1.052, -2.759, 4.097)
C (1.659, -4.368, 2.292)
C (3.322, -1.128, 3.242)
C (4.475, -1.113, 4.025)
C (4.869, 0.024, 4.704)
C (4.107, 1.170, 4.600)
C (2.949, 1.179, 3.830)
C (2.544, 0.026, 3.165)
Ge (0.990, 0.240, 1.862)
S (2.048, 0.672, -0.096)
S (-0.757, -1.198, 1.588)
Ge (-1.652, 0.630, 0.421)
S (-1.362, 0.197, -1.689)
S (-0.349, 2.056, 1.751)
C (-3.566, 1.252, 0.776)
C (-4.348, 0.673, 1.775)
C (-5.652, 1.120, 1.985)
C (-6.181, 2.147, 1.229)
C (-5.390, 2.747, 0.271)
C (-4.088, 2.312, 0.036)
C (-3.355, 3.094, -0.988)
C (-3.579, 2.842, -2.342)
C (-4.489, 1.719, -2.741)
C (-2.988, 3.663, -3.295)
C (-2.215, 4.757, -2.929)
C (-1.592, 5.659, -3.955)
C (-2.060, 5.028, -1.576)
C (-2.623, 4.219, -0.601)
C (-2.517, 4.598, 0.842)
C (-3.842, -0.361, 2.711)
C (-3.949, -1.722, 2.441)
C (-4.513, -2.229, 1.145)
C (-3.527, -2.639, 3.397)
C (-3.013, -2.233, 4.615)
C (-2.570, -3.224, 5.651)
C (-2.922, -0.871, 4.871)
C (-3.329, 0.070, 3.941)
C (-3.226, 1.533, 4.250)
C (2.186, 2.443, 3.765)
C (1.122, 2.646, 4.644)
C (0.686, 1.567, 5.590)
C (0.449, 3.858, 4.613)
C (0.808, 4.857, 3.724)
C (0.069, 6.160, 3.698)
C (1.879, 4.641, 2.868)
C (2.582, 3.449, 2.879)
C (3.737, 3.236, 1.945)
H (2.639, -6.130, -0.435)
H (1.053, -6.148, 0.348)
H (2.420, -6.957, 1.108)
H (4.216, -4.404, 0.107)
H (5.233, -2.206, 0.027)
H (5.962, -2.476, 1.601)
H (4.985, -1.029, 1.334)
H (1.546, -2.015, 4.717)
H (0.799, -3.621, 4.711)
H (0.122, -2.334, 3.720)
H (0.804, -4.953, 2.599)
H (5.070, -2.014, 4.083)
H (5.769, 0.019, 5.303)
H (4.401, 2.081, 5.103)
H (-6.239, 0.662, 2.771)
H (-7.194, 2.486, 1.397)
H (-5.767, 3.582, -0.304)
H (-5.485, 1.855, -2.320)
H (-4.101, 0.780, -2.346)
H (-4.574, 1.655, -3.823)
H (-3.156, 3.461, -4.345)
H (-1.781, 5.294, -4.962)
H (-0.514, 5.714, -3.810)
H (-1.993, 6.669, -3.865)
H (-1.489, 5.896, -1.274)
H (-2.044, 5.570, 0.954)
H (-1.924, 3.867, 1.390)
H (-3.509, 4.630, 1.293)
H (-4.893, -1.413, 0.534)
H (-5.323, -2.934, 1.333)
H (-3.737, -2.750, 0.584)
H (-3.606, -3.695, 3.179)
H (-2.711, -4.244, 5.303)
H (-3.136, -3.092, 6.572)
H (-1.517, -3.082, 5.887)
H (-2.534, -0.539, 5.823)
H (-2.912, 1.685, 5.280)
H (-4.183, 2.032, 4.098)
H (-2.497, 2.007, 3.592)
H (1.529, 0.959, 5.915)
H (-0.031, 0.908, 5.094)
H (0.205, 1.998, 6.465)
H (-0.382, 4.017, 5.286)
H (-0.887, 6.071, 4.207)
H (-0.109, 6.477, 2.673)
H (0.653, 6.936, 4.194)
H (2.164, 5.415, 2.168)
H (3.865, 4.096, 1.293)
H (3.562, 2.358, 1.323)
H (4.665, 3.075, 2.494)

Summary:
LUMO (alpha / beta) ... 0.26 / 0.26 eV
2S+1 ... 2
HOMO energy (alpha / beta) ... -6.95 / -6.97 eV
Electronic energy ... -9547.25831 a.u.

Results of the Löwdin charge analysis, in e, for atoms 1 through 5: atom 1 (Ti): 0.754, atom 2 (C): -0.072, atom 3 (C): -0.361, atom 4 (C): -0.057, atom 5 (C): -0.196

3.
ORCA calculation (wB97M-V/def2-TZVPD) on a 2-piece molecular cluster, C4H5N3 overall.

CARTESIAN COORDINATES (ANGSTROEM)
N (1.934, -1.245, 1.472)
C (1.314, -0.283, 1.247)
C (0.486, 0.041, -0.762)
C (-0.663, -0.902, -0.594)
N (-1.513, -0.216, 0.366)
C (-0.996, 0.932, 0.533)
N (0.057, 1.253, -0.366)
H (1.260, -0.063, -1.523)
H (-1.193, -1.212, -1.509)
H (-0.237, -1.789, -0.130)
H (-1.256, 1.623, 1.323)
H (0.807, 1.862, -0.057)

Summary:
LUMO ... -1.00 eV
HOMO energy ... -9.79 eV
Relative energy (zero: lowest compared OMol25 entry of this formula, charge and spin) ... 396.25 kJ/mol
Electronic energy ... -319.56129 a.u.

Results of the Löwdin charge analysis, in e, for atoms 1 through 5: atom 1 (N): -0.030, atom 2 (C): -0.246, atom 3 (C): -0.095, atom 4 (C): -0.196, atom 5 (N): 0.087

4.
ORCA calculation (wB97M-V/def2-TZVPD) on C77H83N7O3PbTe2 as an isolated structure.

CARTESIAN COORDINATES (ANGSTROEM)
Pb (-1.050, -0.018, 0.954)
N (-0.467, -0.416, 3.374)
C (-0.223, 0.674, 4.328)
C (-1.470, 1.524, 4.493)
C (-1.539, 2.581, 3.395)
N (-1.877, 2.003, 2.080)
H (-1.170, -1.056, 3.737)
H (0.391, -0.954, 3.242)
H (0.569, 1.305, 3.925)
H (0.114, 0.277, 5.291)
H (-1.432, 2.037, 5.455)
H (-2.367, 0.900, 4.481)
H (-0.558, 3.044, 3.309)
H (-2.263, 3.357, 3.675)
H (-1.594, 2.640, 1.342)
H (-2.872, 1.827, 2.009)
C (6.126, -3.880, 1.019)
C (5.647, -3.415, -0.328)
C (6.191, -3.939, -1.495)
C (5.761, -3.527, -2.748)
C (4.791, -2.543, -2.850)
C (4.247, -1.995, -1.699)
C (4.651, -2.439, -0.444)
N (4.060, -1.911, 0.728)
C (2.723, -1.732, 0.996)
N (1.775, -2.064, 0.008)
C (0.704, -2.881, 0.552)
C (-0.420, -2.280, 1.089)
C (-1.341, -3.083, 1.755)
C (-1.143, -4.445, 1.886)
C (-0.031, -5.032, 1.308)
C (0.907, -4.265, 0.634)
C (2.126, -4.912, 0.033)
N (2.298, -1.269, 2.097)
C (2.783, -1.343, 3.389)
C (2.793, -2.591, 4.032)
C (3.099, -2.691, 5.377)
C (3.386, -1.546, 6.109)
C (3.389, -0.313, 5.475)
C (3.099, -0.186, 4.122)
C (3.146, 1.144, 3.426)
H (6.732, -3.112, 1.507)
H (6.745, -4.769, 0.913)
H (5.293, -4.120, 1.684)
H (6.960, -4.697, -1.416)
H (6.194, -3.962, -3.638)
H (4.459, -2.192, -3.819)
H (3.522, -1.194, -1.768)
H (4.664, -1.804, 1.529)
H (2.194, -2.503, -0.803)
H (-2.226, -2.633, 2.194)
H (-1.848, -5.050, 2.443)
H (0.119, -6.101, 1.396)
H (3.046, -4.499, 0.449)
H (2.157, -4.769, -1.050)
H (2.121, -5.983, 0.232)
H (2.523, -3.468, 3.453)
H (3.100, -3.660, 5.860)
H (3.606, -1.617, 7.166)
H (3.622, 0.580, 6.044)
H (2.860, 1.959, 4.089)
H (2.478, 1.141, 2.567)
H (4.157, 1.354, 3.066)
C (-3.709, 0.173, -7.482)
C (-3.786, -0.340, -6.072)
C (-4.186, -1.641, -5.806)
C (-4.263, -2.135, -4.509)
C (-4.707, -3.560, -4.296)
C (-3.905, -1.287, -3.450)
Te (-4.092, -2.170, -1.523)
N (-3.340, -1.018, -0.021)
C (-4.468, -0.349, 0.263)
O (-5.408, -0.305, -0.565)
C (-4.675, 0.242, 1.610)
C (-4.478, -0.557, 2.733)
C (-4.858, -0.101, 3.986)
C (-5.427, 1.157, 4.124)
C (-5.617, 1.960, 3.007)
C (-5.254, 1.501, 1.750)
C (-2.581, -3.648, -1.810)
C (-1.420, -3.478, -2.571)
C (-0.910, -2.116, -2.942)
C (-0.719, -4.605, -2.987)
C (-1.130, -5.886, -2.658)
C (-0.376, -7.096, -3.130)
C (-2.262, -6.036, -1.865)
C (-2.993, -4.941, -1.432)
C (-4.210, -5.171, -0.567)
C (-3.521, 0.038, -3.688)
C (-3.197, 0.982, -2.569)
C (-3.463, 0.483, -5.000)
H (-4.062, -0.575, -8.189)
H (-2.681, 0.431, -7.742)
H (-4.312, 1.073, -7.598)
H (-4.458, -2.292, -6.628)
H (-5.182, -3.953, -5.192)
H (-5.430, -3.630, -3.478)
H (-3.856, -4.201, -4.056)
H (-4.070, -1.552, 2.609)
H (-4.728, -0.733, 4.855)
H (-5.744, 1.501, 5.099)
H (-6.064, 2.940, 3.110)
H (-5.433, 2.107, 0.870)
H (-1.125, -1.405, -2.140)
H (-1.373, -1.758, -3.861)
H (0.168, -2.138, -3.109)
H (0.167, -4.469, -3.598)
H (0.627, -6.834, -3.466)
H (-0.905, -7.563, -3.963)
H (-0.300, -7.836, -2.332)
H (-2.588, -7.034, -1.594)
H (-4.180, -6.161, -0.116)
H (-5.128, -5.100, -1.156)
H (-4.258, -4.432, 0.233)
H (-2.524, 0.517, -1.848)
H (-4.112, 1.253, -2.038)
H (-2.737, 1.894, -2.945)
H (-3.165, 1.510, -5.187)
Te (1.060, 0.939, -1.028)
C (1.267, 0.666, -3.177)
C (2.536, 0.812, -3.726)
C (2.716, 0.819, -5.103)
C (1.622, 0.689, -5.946)
C (0.348, 0.568, -5.406)
C (0.173, 0.564, -4.032)
C (0.110, 2.761, -1.575)
C (-1.202, 3.033, -1.213)
C (-1.838, 4.177, -1.673)
C (-1.160, 5.063, -2.495)
C (0.161, 4.810, -2.839)
C (0.793, 3.665, -2.381)
H (3.393, 0.955, -3.074)
H (3.709, 0.943, -5.515)
H (1.761, 0.687, -7.019)
H (-0.516, 0.487, -6.054)
H (-0.827, 0.495, -3.620)
H (-1.739, 2.351, -0.563)
H (-2.866, 4.372, -1.391)
H (-1.653, 5.958, -2.850)
H (0.702, 5.504, -3.468)
H (1.825, 3.472, -2.652)
C (-2.133, 6.405, 2.589)
C (-0.756, 6.191, 3.168)
C (-0.571, 6.325, 4.539)
C (0.689, 6.228, 5.106)
C (1.783, 5.996, 4.295)
C (1.610, 5.816, 2.928)
N (2.766, 5.676, 2.115)
C (3.306, 4.615, 1.402)
C (4.484, 4.936, 0.697)
C (5.214, 3.996, 0.004)
C (4.812, 2.668, 0.014)
C (3.647, 2.335, 0.678)
C (2.849, 3.278, 1.331)
C (1.605, 2.715, 1.992)
O (1.353, 2.984, 3.159)
O (0.906, 1.892, 1.264)
C (0.344, 5.925, 2.349)
C (0.223, 5.788, 0.862)
H (-2.841, 6.632, 3.385)
H (-2.498, 5.528, 2.048)
H (-2.133, 7.247, 1.894)
H (-1.428, 6.535, 5.169)
H (0.818, 6.342, 6.174)
H (2.778, 5.924, 4.716)
H (3.451, 6.390, 2.301)
H (4.825, 5.965, 0.719)
H (6.109, 4.298, -0.525)
H (5.412, 1.904, -0.463)
H (3.362, 1.295, 0.747)
H (0.990, 6.378, 0.358)
H (-0.750, 6.110, 0.502)
H (0.371, 4.750, 0.558)

Summary:
LUMO (alpha / beta) ... -2.08 / -4.38 eV
2S+1 ... 2
HOMO energy (alpha / beta) ... -9.12 / -9.12 eV
Relative energy (zero: lowest compared OMol25 entry of this formula, charge and spin) ... 174.62 kJ/mol
Total charge ... +1
Electronic energy ... -4321.63651 a.u.

Results of the Löwdin charge analysis, in e, for atoms 1 through 5: atom 1 (Pb): 1.334, atom 2 (N): -0.025, atom 3 (C): -0.220, atom 4 (C): -0.149, atom 5 (C): -0.206

Repeat the first record exactly.
ORCA calculation (wB97M-V/def2-TZVPD) on an isolated molecule of C5H14N2.

CARTESIAN COORDINATES (ANGSTROEM)
C (-2.101, 1.053, 0.348)
C (-1.194, -0.257, 0.382)
C (0.041, -0.478, -0.494)
C (0.858, 0.858, -0.633)
N (0.122, 1.894, -1.368)
N (0.871, -1.634, -0.161)
C (1.397, -1.869, 1.146)
H (-2.914, 0.920, 1.113)
H (-1.449, 1.919, 0.651)
H (-2.530, 1.377, -0.685)
H (-1.940, -1.150, 0.477)
H (-0.818, -0.199, 1.420)
H (-0.389, -0.773, -1.456)
H (1.861, 0.538, -1.132)
H (1.226, 1.162, 0.321)
H (0.677, 2.744, -1.134)
H (0.241, 1.723, -2.342)
H (1.164, -2.094, -1.072)
H (1.815, -0.887, 1.506)
H (0.755, -2.273, 1.930)
H (2.306, -2.574, 1.183)

Summary:
SMILES ... CC[C@@H](CN)NC
LUMO ... 1.01 eV
HOMO energy ... -8.16 eV
Relative energy (zero: lowest compared OMol25 entry of this formula, charge and spin) ... 195.99 kJ/mol
Electronic energy ... -308.34841 a.u.

Results of the Löwdin charge analysis, in e, for atoms 1 through 5: atom 1 (C): -0.139, atom 2 (C): -0.226, atom 3 (C): -0.388, atom 4 (C): -0.254, atom 5 (N): -0.002

- The highest electronic energy belongs to which entry?
  C5H14N2